Record 1
Formula: H20NeO10
Source: the Open Molecules 2025 dataset
Level of theory: wB97M-V/def2-TZVPD

Results
Lowest unoccupied orbital energy in eV: -0.12
Kohn-Sham gap in hartree: 0.3779
E_tot in eV: -24308.730
HOMO in eV: -10.4
Energy above the lowest of the compared OMol25 structures with the same formula, charge and spin in kcal/mol: 16.5

The geometry in ORCA input format:
```
! wB97M-V def2-TZVPD RIJCOSX def2/J DEFGRID3
* xyz 0 1
Ne -0.52 0.59 0.43
O 3.00 0.31 0.74
H 2.50 -0.08 0.02
H 2.35 0.50 1.41
O -2.13 -1.01 -2.17
H -1.49 -0.32 -2.31
H -2.94 -0.54 -1.93
O -2.28 -2.63 0.00
H -1.42 -2.59 0.41
H -2.20 -2.11 -0.80
O -1.59 2.78 -2.61
H -1.77 2.22 -3.36
H -2.41 3.26 -2.46
O 1.41 0.21 -3.59
H 2.31 0.50 -3.68
H 1.41 -0.32 -2.78
O -1.55 -0.25 4.34
H -1.80 0.61 4.02
H -0.72 -0.44 3.89
O 1.27 0.08 3.14
H 1.64 -0.52 3.80
H 1.35 0.95 3.54
O 0.18 -2.03 1.54
H -0.03 -2.71 2.18
H 0.48 -1.29 2.06
O 1.53 -1.93 -1.01
H 1.54 -2.73 -1.53
H 1.09 -2.18 -0.20
O 0.63 3.84 -0.93
H 0.08 3.23 -1.41
H 0.07 4.60 -0.77
*
```


Record 2
Formula: H20NeO10Xe
Source: the Open Molecules 2025 dataset
Level of theory: wB97M-V/def2-TZVPD

Results
Lowest unoccupied orbital energy in eV: 0.01
Kohn-Sham gap in hartree: 0.3751
E_tot in eV: -33270.980
HOMO in eV: -10.2
Energy above the lowest of the compared OMol25 structures with the same formula, charge and spin in kcal/mol: 9.9

The geometry in ORCA input format:
```
! wB97M-V def2-TZVPD RIJCOSX def2/J DEFGRID3
* xyz 0 1
Ne -3.11 2.53 -1.12
Xe -0.58 0.72 -0.44
O 3.21 -1.10 0.11
H 2.29 -1.35 0.18
H 3.43 -1.23 -0.81
O -4.33 0.12 1.46
H -5.17 0.28 1.89
H -3.86 0.95 1.54
O 0.73 -2.10 1.14
H 0.74 -3.05 1.03
H -0.19 -1.86 1.13
O 2.64 1.53 0.51
H 3.22 2.10 0.00
H 2.82 0.65 0.17
O -2.31 -1.64 -2.73
H -3.18 -1.46 -2.36
H -2.26 -1.08 -3.50
O 1.14 -0.33 3.45
H 2.07 -0.26 3.65
H 1.10 -0.93 2.70
O 0.66 3.13 1.46
H 1.20 2.36 1.26
H -0.24 2.79 1.47
O -2.56 2.39 1.74
H -2.47 3.33 1.60
H -2.60 2.28 2.69
O 2.08 -0.64 -2.88
H 2.14 0.22 -3.30
H 2.90 -1.08 -3.10
O 0.24 -2.73 -3.21
H 0.86 -2.07 -2.89
H -0.60 -2.46 -2.84
*
```


Record 3
Formula: H20O10
Source: the Open Molecules 2025 dataset
Level of theory: wB97M-V/def2-TZVPD

Results
Lowest unoccupied orbital energy in eV: -0.24
SMILES string: O.O.O.O.O.O.O.O.O.O
Kohn-Sham gap in hartree: 0.3698
E_tot in eV: -20800.339
HOMO in eV: -10.3
Energy above the lowest of the compared OMol25 structures with the same formula, charge and spin in kcal/mol: 52.4

The geometry in ORCA input format:
```
! wB97M-V def2-TZVPD RIJCOSX def2/J DEFGRID3
* xyz 0 1
O -2.23 -0.04 1.58
H -2.18 -0.39 2.47
H -2.58 0.85 1.69
O -0.35 2.04 -2.10
H -1.02 2.56 -1.64
H -0.24 1.23 -1.55
O 1.00 -0.52 -3.82
H 1.58 0.09 -4.29
H 1.35 -0.54 -2.92
O 2.47 -0.08 3.17
H 2.12 -0.49 2.36
H 2.32 -0.74 3.86
O -0.67 1.80 3.17
H -0.51 1.86 2.22
H -0.26 0.97 3.43
O -4.19 -2.36 1.26
H -3.86 -2.68 2.10
H -3.49 -1.78 0.93
O 2.44 -0.85 0.13
H 2.75 -1.37 -0.62
H 2.59 0.08 -0.14
O -0.27 -0.25 -0.52
H -0.92 -0.39 0.20
H 0.59 -0.47 -0.12
O -1.36 -1.84 -3.02
H -1.15 -1.43 -2.17
H -0.55 -1.73 -3.54
O 2.26 1.78 -0.68
H 1.52 2.25 -1.10
H 2.84 2.47 -0.33
*
```


Record 4
Formula: H20O10
Source: the Open Molecules 2025 dataset
Level of theory: wB97M-V/def2-TZVPD

Results
Lowest unoccupied orbital energy in eV: -0.49
SMILES string: O.O.O.O.O.O.O.O.O.O
Kohn-Sham gap in hartree: 0.3586
E_tot in eV: -20797.287
HOMO in eV: -10.2
Energy above the lowest of the compared OMol25 structures with the same formula, charge and spin in kcal/mol: 122.8

The geometry in ORCA input format:
```
! wB97M-V def2-TZVPD RIJCOSX def2/J DEFGRID3
* xyz 0 1
H 0.52 -0.51 -1.14
H -0.11 0.85 -0.87
H 0.13 3.94 -0.08
H 1.60 4.15 0.18
H -1.52 -0.21 2.44
H -1.91 0.36 3.77
H -3.49 -0.82 -3.36
H -2.57 -2.01 -3.27
H 1.30 -3.08 0.97
H 0.53 -4.05 1.85
H -0.14 0.56 -2.53
H 0.17 1.85 -3.28
H 4.08 -1.57 2.83
H 3.09 -0.46 2.99
H 1.30 -4.10 -3.78
H 0.51 -3.09 -3.10
H -1.44 1.45 -0.09
H -2.25 2.05 -1.28
H -0.30 2.56 4.35
H 0.16 2.19 2.96
O 0.52 0.23 -0.44
O 0.76 4.57 0.33
O -1.26 -0.24 3.40
O -3.25 -1.56 -2.81
O 0.74 -3.96 0.93
O 0.62 1.09 -2.83
O 3.68 -0.90 2.39
O 0.92 -3.18 -3.97
O -2.16 2.04 -0.29
O -0.25 1.84 3.71
*
```


Record 5
Formula: H20O10
Source: the Open Molecules 2025 dataset
Level of theory: wB97M-V/def2-TZVPD

Results
Lowest unoccupied orbital energy in eV: -0.28
SMILES string: O.O.O.O.O.O.O.O.O.O
Kohn-Sham gap in hartree: 0.3814
E_tot in eV: -20800.315
HOMO in eV: -10.7
Energy above the lowest of the compared OMol25 structures with the same formula, charge and spin in kcal/mol: 53.0

The geometry in ORCA input format:
```
! wB97M-V def2-TZVPD RIJCOSX def2/J DEFGRID3
* xyz 0 1
O 0.11 1.93 -1.21
H -0.56 1.66 -1.83
H 0.06 2.90 -1.33
O 2.57 1.03 1.40
H 2.32 1.48 2.21
H 2.96 1.72 0.84
O 0.06 -1.42 -2.13
H -0.91 -1.23 -2.03
H 0.08 -2.30 -1.75
O -2.48 -0.88 -1.68
H -2.34 -0.20 -1.02
H -3.21 -0.46 -2.15
O -0.74 0.94 2.59
H -0.67 1.80 2.25
H -0.45 0.29 1.94
O -2.23 1.35 0.32
H -1.99 1.01 1.17
H -1.42 1.39 -0.18
O 2.82 2.87 -0.59
H 1.89 2.62 -0.75
H 3.08 3.17 -1.45
O 0.40 -0.44 0.48
H 0.45 -0.64 -0.47
H 1.19 0.11 0.54
O -1.16 -3.63 -0.51
H -1.18 -4.16 0.26
H -1.46 -2.75 -0.24
O 1.23 -2.69 2.00
H 0.99 -2.05 1.31
H 0.59 -3.39 2.00
*
```


Record 6
Formula: H20O10
Source: the Open Molecules 2025 dataset
Level of theory: wB97M-V/def2-TZVPD

Results
Lowest unoccupied orbital energy in eV: -0.13
SMILES string: O.O.O.O.O.O.O.O.O.O
Kohn-Sham gap in hartree: 0.3791
E_tot in eV: -20800.226
HOMO in eV: -10.4
Energy above the lowest of the compared OMol25 structures with the same formula, charge and spin in kcal/mol: 55.0

The geometry in ORCA input format:
```
! wB97M-V def2-TZVPD RIJCOSX def2/J DEFGRID3
* xyz 0 1
O 2.24 0.48 -2.04
H 2.48 1.29 -1.57
H 1.34 0.63 -2.35
O -0.24 0.34 0.36
H -1.08 0.54 -0.10
H 0.07 -0.48 -0.06
O 0.15 0.51 3.11
H -0.71 0.60 3.52
H -0.01 0.61 2.15
O 3.31 -0.83 0.26
H 3.17 -1.67 0.70
H 3.14 -1.00 -0.68
O 2.28 1.86 0.94
H 2.38 0.91 0.75
H 2.25 1.90 1.90
O -0.37 -1.52 -2.77
H -0.38 -2.05 -1.95
H -0.14 -2.14 -3.47
O -3.18 -1.87 0.37
H -2.62 -1.09 0.26
H -2.82 -2.32 1.14
O -2.77 0.88 -0.76
H -2.78 1.56 -1.45
H -3.11 1.32 0.03
O -0.80 3.41 0.90
H -1.43 3.91 0.36
H -0.10 3.13 0.29
O -0.19 -2.65 -0.15
H -0.78 -3.21 0.36
H 0.68 -3.06 -0.07
*
```


Record 7
Formula: H20O10
Source: the Open Molecules 2025 dataset
Level of theory: wB97M-V/def2-TZVPD

Results
Lowest unoccupied orbital energy in eV: -0.33
SMILES string: O.O.O.O.O.O.O.O.O.O
Kohn-Sham gap in hartree: 0.3460
E_tot in eV: -20799.890
HOMO in eV: -9.7
Energy above the lowest of the compared OMol25 structures with the same formula, charge and spin in kcal/mol: 62.8

The geometry in ORCA input format:
```
! wB97M-V def2-TZVPD RIJCOSX def2/J DEFGRID3
* xyz 0 1
O 2.20 -0.03 0.53
H 2.62 -0.78 0.14
H 1.93 -0.27 1.42
O 0.08 3.15 0.32
H 0.14 2.64 1.15
H 0.89 3.11 -0.19
O 0.24 -1.12 -2.29
H 0.10 -0.61 -1.51
H 0.54 -2.01 -2.09
O -2.60 -1.25 -2.34
H -3.05 -0.79 -3.05
H -1.70 -0.93 -2.41
O -0.43 0.05 -0.02
H -0.72 -0.63 0.54
H 0.43 0.29 0.32
O -2.07 -2.75 0.38
H -2.14 -2.28 -0.44
H -2.87 -3.14 0.64
O -2.10 1.74 -1.61
H -1.63 1.22 -0.95
H -2.70 2.26 -1.13
O 0.89 1.92 2.53
H 1.11 1.03 2.88
H 1.17 2.53 3.24
O 0.64 -3.05 1.50
H -0.25 -3.16 1.17
H 0.68 -3.88 1.97
O 2.72 2.44 -0.56
H 3.41 2.74 0.06
H 2.49 1.59 -0.20
*
```


Record 8
Formula: H20O10
Source: the Open Molecules 2025 dataset
Level of theory: wB97M-V/def2-TZVPD

Results
Lowest unoccupied orbital energy in eV: -0.65
Kohn-Sham gap in hartree: 0.3323
E_tot in eV: -20796.786
HOMO in eV: -9.7
Energy above the lowest of the compared OMol25 structures with the same formula, charge and spin in kcal/mol: 134.4

The geometry in ORCA input format:
```
! wB97M-V def2-TZVPD RIJCOSX def2/J DEFGRID3
* xyz 0 1
O 0.65 -0.01 0.95
H 0.59 -0.20 -0.01
H 0.07 -0.72 1.50
H 0.36 0.91 1.09
O 0.12 -0.17 -1.62
H 0.09 0.03 -2.52
O -1.25 1.98 1.63
H -2.19 1.86 1.53
H -1.12 2.85 1.91
O -1.00 -1.17 2.94
H -0.16 -1.52 3.18
H -1.20 -0.59 3.68
O 0.79 -3.07 1.26
H 0.87 -3.19 0.20
H 0.11 -3.90 1.25
O 2.70 -0.66 -1.90
H 3.05 -1.30 -1.22
H 1.68 -0.54 -1.90
O -0.27 -2.78 -1.44
H -0.07 -1.82 -1.68
H -1.19 -2.97 -1.72
O -2.56 0.33 -1.01
H -1.66 0.02 -1.01
H -2.80 0.60 -0.15
O 2.67 3.28 0.50
H 2.11 3.90 0.77
H 2.59 2.81 1.28
O -0.82 2.31 -2.58
H -1.86 2.08 -2.74
H -0.29 1.65 -2.16
*
```


The lowest HOMO belongs to which entry? number 5


Look up the Kohn-Sham gap of the fourth one. 0.3586 hartree